[1]
Entry from the OMol25 dataset: C3H9N5 as an isolated structure (ωB97M-V with the def2-TZVPD basis set).

Geometry as ORCA input:
```
! RIJCOSX wB97M-V def2-TZVPD def2/J DEFGRID3
* xyz 0 1
C -0.20 0.76 -0.16
N -0.18 -0.49 0.50
C 1.49 0.54 0.27
N -0.18 -1.51 -0.44
N 2.19 -0.07 -0.73
C -2.78 0.15 0.39
N -2.47 0.89 -0.54
N 1.86 1.24 1.25
H -0.23 -2.40 0.02
H -0.94 -1.39 -1.12
H 1.70 -0.84 -1.16
H 3.16 -0.27 -0.52
H 2.87 1.40 1.28
H -0.21 0.84 -1.24
H -0.42 1.62 0.45
H -3.79 -0.07 0.76
H -1.87 -0.40 0.97
*
```

Output
highest occupied orbital energy (alpha / beta): -8.5 / -7.3 eV
LUMO level (alpha / beta): 0.08 / -0.23 eV
gap between HOMO and LUMO (alpha / beta): 8.5592 / 7.1034 eV

Löwdin atomic charge list, values in e, 2 entries: -0.18 -0.13

[2]
Entry from the OMol25 dataset: C31H47AlBrCl2N2O6 as an isolated structure (ωB97M-V with the def2-TZVPD basis set).

Geometry as ORCA input:
```
! RIJCOSX wB97M-V def2-TZVPD def2/J DEFGRID3
* xyz -1 1
C -2.33 -4.66 -1.86
O -1.19 -4.84 -2.69
C -0.23 -3.80 -2.56
C -0.64 -2.51 -3.27
C 0.00 -1.24 -2.69
C -0.18 -1.08 -1.17
C -0.32 0.36 -0.68
Al -0.86 0.51 1.25
C -2.45 -0.71 1.54
C -2.73 -1.41 2.86
C -3.97 -2.30 2.84
Br -1.22 -2.56 3.39
O 0.54 0.12 2.24
C 0.74 0.70 3.49
C 2.00 0.13 4.16
C 2.28 0.89 5.46
C 3.20 0.15 3.21
C 3.32 -1.00 2.20
C 4.64 -0.86 1.41
C 3.21 -2.36 2.90
C -1.38 2.48 1.52
Cl -0.56 3.62 0.44
C -2.24 3.07 2.34
C -2.59 4.52 2.45
Cl -3.12 2.05 3.47
H -3.23 -4.58 -2.48
H -2.42 -5.52 -1.19
H -2.26 -3.75 -1.26
H 0.69 -4.21 -2.99
H -0.03 -3.62 -1.49
H -0.38 -2.61 -4.33
H -1.73 -2.42 -3.23
H 1.06 -1.19 -2.97
H -0.49 -0.38 -3.18
H 0.68 -1.53 -0.67
H -1.06 -1.66 -0.88
H 0.65 0.87 -0.77
H -1.02 0.92 -1.32
H -2.39 -1.49 0.77
H -3.35 -0.13 1.30
H -2.84 -0.69 3.67
H -3.81 -3.15 2.17
H -4.23 -2.68 3.83
H -4.81 -1.72 2.44
H -0.11 0.50 4.16
H 0.86 1.80 3.40
H 1.77 -0.91 4.41
H 3.01 1.69 5.30
H 1.37 1.33 5.87
H 2.69 0.22 6.22
H 3.19 1.10 2.65
H 4.13 0.16 3.81
H 2.50 -0.91 1.50
H 4.44 -0.93 0.34
H 5.14 0.08 1.63
H 5.34 -1.67 1.65
H 3.65 -2.33 3.90
H 2.16 -2.66 3.00
H 3.72 -3.14 2.32
H -1.69 5.14 2.41
H -3.24 4.81 1.62
H -3.13 4.72 3.37
C -5.87 3.27 -1.88
C -5.44 2.57 -0.76
C -5.00 1.26 -0.88
C -4.99 0.69 -2.14
C -5.40 1.37 -3.27
C -5.85 2.67 -3.13
N -4.49 -0.69 -2.28
O -4.18 -1.26 -1.25
O -4.40 -1.16 -3.39
H -6.21 4.29 -1.78
H -5.44 3.04 0.21
H -4.65 0.70 -0.03
H -5.37 0.88 -4.24
H -6.18 3.22 -4.00
C 6.34 2.71 -4.48
C 6.79 1.40 -4.35
C 6.06 0.48 -3.61
C 4.89 0.91 -3.00
C 4.43 2.20 -3.11
C 5.16 3.11 -3.86
N 4.11 -0.07 -2.21
O 4.55 -1.19 -2.11
O 3.08 0.33 -1.71
H 6.91 3.42 -5.06
H 7.71 1.09 -4.83
H 6.39 -0.54 -3.49
H 3.51 2.48 -2.62
H 4.81 4.13 -3.95
*
```

Output
highest occupied orbital energy: -5.0 eV
LUMO level: 1.47 eV
gap between HOMO and LUMO: 6.4881 eV

Löwdin atomic charge list, values in e, 2 entries: -0.11 -0.20

[3]
Entry from the OMol25 dataset: C20H18Co2NO6 as an isolated structure (ωB97M-V with the def2-TZVPD basis set).

Geometry as ORCA input:
```
! RIJCOSX wB97M-V def2-TZVPD def2/J DEFGRID3
* xyz -1 1
C -0.29 -0.60 3.59
N -1.38 -0.46 2.65
C -2.35 -1.58 2.64
C -3.61 -0.97 2.02
C -3.40 0.56 2.05
C -2.16 0.76 2.92
H 0.40 0.23 3.43
H -0.65 -0.55 4.63
H 0.22 -1.55 3.44
H -1.95 -2.42 2.07
H -2.55 -1.93 3.67
H -3.72 -1.33 0.99
H -4.50 -1.30 2.57
H -3.20 0.93 1.03
H -4.26 1.11 2.44
H -2.48 0.80 3.99
H -1.56 1.64 2.69
O 0.14 -2.69 1.42
C 0.33 -1.75 0.71
Co 0.45 0.02 0.07
C -0.34 1.53 0.32
O -0.67 2.63 0.53
C 1.97 0.30 0.78
O 2.98 0.54 1.31
C 1.06 -0.01 -1.79
C 2.13 0.81 -2.34
C 2.06 2.21 -2.27
C 3.19 2.99 -2.46
C 4.41 2.35 -2.75
C 4.46 0.96 -2.97
C 3.31 0.19 -2.81
C 0.77 -1.39 -1.75
C 1.10 -2.39 -0.79
Co -0.64 -0.51 -2.27
C -0.68 -0.71 -4.01
O -0.70 -0.82 -5.17
C -1.78 0.78 -1.99
O -2.63 1.50 -1.67
C -1.80 -1.47 -1.40
O -2.64 -1.98 -0.78
H 1.09 2.65 -2.01
H 3.11 4.08 -2.39
H 5.32 2.95 -2.82
H 5.39 0.47 -3.29
H 3.31 -0.89 -2.99
H 0.65 -3.38 -0.93
H 2.09 -2.32 -0.29
*
```

Output
highest occupied orbital energy: -3.4 eV
LUMO level: 2.98 eV
gap between HOMO and LUMO: 6.3823 eV

Löwdin atomic charge list, values in e, 2 entries: -0.11 -0.23

[4]
Entry from the OMol25 dataset: C17H35AlO13 as an isolated structure (ωB97M-V with the def2-TZVPD basis set).

Geometry as ORCA input:
```
! RIJCOSX wB97M-V def2-TZVPD def2/J DEFGRID3
* xyz 2 1
Al -3.11 1.66 2.62
C -2.51 -0.60 -0.64
O -2.10 -0.08 0.47
H -3.41 -1.24 -0.50
H -3.00 0.22 -1.27
H -1.76 -1.08 -1.29
C -3.71 -3.49 1.76
C -3.28 -2.23 2.47
O -2.55 -2.62 3.63
C -1.87 -1.68 4.26
O -1.82 -0.51 3.93
O -1.20 -2.22 5.23
C -0.34 -1.40 6.03
H -4.22 -3.23 0.82
H -4.45 -4.01 2.37
H -2.92 -4.19 1.53
H -4.12 -1.60 2.76
H -2.66 -1.60 1.81
H -0.75 -0.41 6.20
H 0.62 -1.23 5.53
H -0.18 -1.93 6.96
C 0.58 -3.65 -1.91
C 0.97 -2.24 -1.51
O 2.09 -1.87 -2.32
C 2.85 -0.81 -2.03
O 2.86 -0.24 -0.96
O 3.74 -0.54 -2.95
C 3.56 -1.01 -4.29
H 0.53 -3.72 -3.00
H -0.43 -3.86 -1.55
H 1.28 -4.42 -1.59
H 1.21 -2.31 -0.45
H 0.18 -1.53 -1.73
H 2.51 -1.08 -4.56
H 4.04 -1.99 -4.40
H 4.06 -0.35 -5.00
C 2.24 2.91 -6.48
C 1.81 3.43 -5.15
O 0.37 3.56 -5.06
C -0.31 2.56 -4.56
O 0.11 1.45 -4.31
O -1.58 2.95 -4.42
C -2.58 1.97 -4.19
H 1.80 1.92 -6.62
H 3.32 2.80 -6.56
H 1.88 3.45 -7.35
H 2.19 4.39 -4.80
H 2.20 2.77 -4.37
H -3.52 2.45 -4.41
H -2.39 1.49 -3.22
H -2.42 1.15 -4.90
C 1.86 3.43 5.86
C 0.77 2.59 5.25
O 1.39 1.54 4.49
C 0.78 1.08 3.43
O -0.23 1.54 2.93
O 1.45 0.04 2.96
C 0.95 -0.54 1.76
H 1.45 4.14 6.59
H 2.52 3.97 5.19
H 2.52 2.81 6.48
H 0.12 3.23 4.65
H 0.14 2.13 6.01
H -0.15 -0.57 1.80
H 1.38 -1.53 1.75
H 1.25 -0.01 0.84
*
```

Output
highest occupied orbital energy: -15.4 eV
LUMO level: -12.76 eV
gap between HOMO and LUMO: 2.6240 eV

Löwdin atomic charge list, values in e, 2 entries: 1.11 -0.12